ORCA calculation (ωB97M-V/def2-TZVPD) on the molecule C6H10.

E_HOMO (eV): -9.325
Calculated total energy (Ha): -234.5519
Total charge: 0
Multiplicity: 1
Kohn-Sham gap (eV): 10.38
SMILES: CC#CC(C)C
Energy relative to the best compared isomer or geometry (same formula, charge and spin) (eV): 1.378

Cartesian coordinates (Å):
C -2.793 0.968 -0.455
C -1.419 0.848 0.025
C -0.255 0.666 0.286
C 1.127 0.158 0.210
C 1.106 -0.736 -1.043
C 1.576 -0.601 1.464
H -3.419 1.598 0.179
H -2.794 1.386 -1.467
H -3.253 -0.023 -0.513
H 1.821 0.995 0.045
H 0.367 -1.533 -0.895
H 2.075 -1.190 -1.268
H 0.783 -0.143 -1.904
H 0.890 -1.427 1.686
H 2.577 -1.021 1.311
H 1.611 0.055 2.339

=====

ORCA calculation (ωB97M-V/def2-TZVPD) on a cluster of 2 separate species, C4H10N2O3 in total at a distorted geometry.

E_HOMO (eV): -9.089
Calculated total energy (Ha): -493.5367
Total charge: 0
Multiplicity: 1
Kohn-Sham gap (eV): 9.67
SMILES: NN(O)C(=O)O.C=CC
Energy relative to the best compared isomer or geometry (same formula, charge and spin) (eV): 4.040

Cartesian coordinates (Å):
N 0.241 -1.588 -1.297
N 0.817 -1.204 -0.098
O 2.052 -0.514 -0.152
C 0.198 -1.409 1.173
O -0.792 -2.094 1.220
O 1.039 -1.200 2.194
H -0.012 -2.572 -1.262
H -0.627 -1.078 -1.452
H 2.575 -0.980 -0.823
H 1.788 -0.656 1.897
C -0.998 1.011 1.138
C -0.312 1.505 0.101
C -0.896 1.733 -1.254
H -2.014 0.665 1.024
H -0.633 1.103 2.148
H 0.683 1.905 0.250
H -1.858 1.232 -1.348
H -1.018 2.802 -1.434
H -0.234 1.337 -2.024

=====

ORCA calculation (ωB97M-V/def2-TZVPD) on a cluster of 2 separate species, C4H12N2O2 in total at a distorted geometry.

E_HOMO (eV): -9.386
Calculated total energy (Ha): -419.6341
Total charge: 0
Multiplicity: 1
Kohn-Sham gap (eV): 10.22
SMILES: CCCNC(N)=O.O
Energy relative to the best compared isomer or geometry (same formula, charge and spin) (eV): 0.391

Cartesian coordinates (Å):
C 2.201 0.336 -1.609
C 0.750 0.213 -1.148
C 0.565 0.841 0.234
N -0.366 0.173 1.144
C -1.746 0.168 1.027
N -2.275 1.344 0.603
O -2.390 -0.792 1.429
H 2.363 -0.240 -2.516
H 2.453 1.380 -1.799
H 2.891 -0.086 -0.883
H 0.491 -0.850 -1.136
H 0.016 0.623 -1.846
H 1.511 0.801 0.778
H 0.368 1.912 0.167
H 0.003 -0.748 1.357
H -1.691 1.982 0.108
H -3.247 1.464 0.472
O -0.303 -2.724 1.365
H -0.395 -3.321 0.620
H -1.200 -2.476 1.631

=====

ORCA calculation (ωB97M-V/def2-TZVPD) on a cluster of 9 separate species, C9H34NO11 in total at a distorted geometry.

E_HOMO (eV): -7.191
Calculated total energy (Ha): -1245.6476
Total charge: -1
Multiplicity: 1
Kohn-Sham gap (eV): 10.05
Energy relative to the best compared isomer or geometry (same formula, charge and spin) (eV): 0.000

Cartesian coordinates (Å):
N 7.730 -2.150 -14.898
O 7.257 -1.147 -15.482
O 7.464 -3.297 -15.333
O 8.483 -2.007 -13.902
C 8.112 -4.134 -10.978
O 8.919 -4.146 -12.124
H 7.061 -3.976 -11.244
H 8.122 -5.142 -10.554
H 8.435 -3.436 -10.201
H 8.695 -3.424 -12.738
C 5.499 -1.460 -18.683
O 6.881 -1.173 -18.523
H 4.938 -0.550 -18.447
H 5.303 -1.688 -19.732
H 5.124 -2.286 -18.072
H 6.998 -0.973 -17.581
C 11.424 -1.921 -15.813
O 10.948 -1.113 -14.770
H 10.679 -2.075 -16.605
H 12.282 -1.443 -16.286
H 11.681 -2.934 -15.482
H 10.113 -1.477 -14.425
C 2.386 -1.843 -13.659
C 3.521 -1.817 -12.658
C 4.555 -2.927 -12.852
O 4.214 -0.564 -12.824
H 1.714 -2.681 -13.478
H 2.851 -1.925 -14.643
H 1.845 -0.899 -13.602
H 3.173 -1.806 -11.616
H 5.356 -2.832 -12.117
H 4.989 -2.853 -13.850
H 4.114 -3.917 -12.717
H 4.748 -0.476 -12.028
C 9.671 -0.237 -10.638
C 8.600 0.713 -11.196
C 9.167 1.829 -12.077
O 7.667 -0.070 -11.916
H 10.151 -0.610 -11.554
H 9.267 -1.113 -10.141
H 10.431 0.300 -10.069
H 8.118 1.106 -10.292
H 9.610 1.305 -12.929
H 9.956 2.368 -11.546
H 8.460 2.570 -12.442
H 8.183 -0.647 -12.505
O 7.965 -3.690 -18.158
H 7.852 -3.615 -17.196
H 7.556 -2.876 -18.509
O 4.864 0.357 -15.361
H 5.566 -0.240 -15.658
H 4.524 -0.085 -14.564
O 5.923 -5.749 -15.410
H 6.773 -6.113 -15.148
H 6.080 -4.796 -15.453

=====

ORCA calculation (ωB97M-V/def2-TZVPD) on the molecule C3H11N3O2 at a distorted geometry.

E_HOMO (eV): -8.763
Calculated total energy (Ha): -435.6426
Total charge: 0
Multiplicity: 1
Kohn-Sham gap (eV): 9.60
SMILES: CNC(N)(N)OCO
Energy relative to the best compared isomer or geometry (same formula, charge and spin) (eV): 1.299

Cartesian coordinates (Å):
C 0.921 0.181 1.752
N 0.907 -0.670 0.577
C 0.456 -0.205 -0.699
N 1.062 -1.049 -1.707
N 0.831 1.175 -0.885
O -0.967 -0.321 -0.868
C -1.790 0.514 -0.004
O -2.258 -0.195 1.090
H 1.196 1.196 1.477
H -0.050 0.203 2.257
H 1.689 -0.206 2.422
H 0.552 -1.598 0.770
H 0.565 -0.927 -2.583
H 0.992 -2.026 -1.449
H 0.572 1.460 -1.823
H 1.837 1.247 -0.792
H -2.595 0.840 -0.678
H -1.278 1.404 0.369
H -2.642 -1.023 0.772

=====

ORCA calculation (ωB97M-V/def2-TZVPD) on the molecule C3H4O3 at a distorted geometry.

E_HOMO (alpha / beta) (eV): -6.090 / -9.663
Calculated total energy (Ha): -342.1683
Total charge: 0
Multiplicity: 3
Kohn-Sham gap (alpha / beta) (eV): 6.80 / 7.85
Energy relative to the best compared isomer or geometry (same formula, charge and spin) (eV): 2.998
⟨S²⟩: 2.0162

Cartesian coordinates (Å):
C -0.195 0.813 0.038
C 1.179 0.958 0.083
C -0.730 -0.436 -0.257
O 1.961 -0.065 0.140
O 1.375 -1.244 -0.104
O -1.857 -0.798 0.357
H -0.809 1.545 0.536
H 1.688 1.891 0.281
H -0.434 -1.011 -1.122
H -2.178 -1.653 0.048

=====

ORCA calculation (ωB97M-V/def2-TZVPD) on a cluster of 2 separate species, C3H12N3O in total at a distorted geometry.

E_HOMO (eV): -12.759
Calculated total energy (Ha): -360.7491
Total charge: +1
Multiplicity: 1
Kohn-Sham gap (eV): 9.77
Energy relative to the best compared isomer or geometry (same formula, charge and spin) (eV): 2.330

Cartesian coordinates (Å):
N 0.995 0.281 1.281
C 0.683 1.494 2.077
O 1.624 2.523 1.767
H 1.901 0.427 0.825
H 1.159 -0.500 1.914
H -0.345 1.813 1.862
H 0.744 1.288 3.152
H 1.218 3.382 1.979
C -0.464 -1.769 -1.389
C -1.085 -0.577 -1.528
N -0.983 0.436 -0.468
N -0.558 -2.806 -2.314
H 0.124 -1.999 -0.517
H -1.678 -0.319 -2.409
H -1.841 0.511 0.072
H -0.116 0.273 0.228
H -0.826 1.377 -0.880
H -0.850 -2.499 -3.239
H 0.297 -3.337 -2.411

=====

ORCA calculation (ωB97M-V/def2-TZVPD) on the ion C5H5N2 with charge +1 at a distorted geometry.

E_HOMO (eV): -15.151
Calculated total energy (Ha): -302.6238
Total charge: +1
Multiplicity: 1
Kohn-Sham gap (eV): 9.49
SMILES: C#[N+][C@@H](C#N)C=C
Energy relative to the best compared isomer or geometry (same formula, charge and spin) (eV): 1.633

Cartesian coordinates (Å):
C -1.528 2.417 -0.113
N -1.406 1.295 0.082
C -1.088 -0.017 0.324
C -2.146 -1.047 0.015
N -3.046 -1.765 -0.016
C 0.162 -0.343 -0.460
C 0.999 -1.224 0.027
H -1.532 3.381 -0.667
H -0.967 0.034 1.455
H 0.142 0.002 -1.438
H 1.902 -1.666 -0.393
H 0.621 -1.563 1.051